The following is a quantum chemistry calculation of a 3-piece molecular cluster, C5H12O overall, from the OMol25 dataset.

Each atom is followed by the atoms it is bonded to, with distances in Å.
Positions of all 18 atoms, in Å:
1 C 2.77 0.23 0.34  O2 1.406, H7 1.101, H8 1.093, H9 1.102
2 O 1.48 0.69 0.04  C1 1.406, C3 1.407
3 C 0.59 -0.36 -0.26  O2 1.407, C4 1.523, H10 1.103, H11 1.104
4 C -0.82 0.20 -0.41  C3 1.523, C5 1.464, C6 1.433, H12 1.135
5 C -1.29 0.97 0.75  C4 1.464, H13 1.093, H14 1.090
6 C -1.74 -0.68 -1.08  C4 1.433, H16 1.093, H18 1.088
7 H 2.78 -0.44 1.21  C1 1.101
8 H 3.39 1.11 0.56  C1 1.093
9 H 3.22 -0.31 -0.52  C1 1.102
10 H 0.89 -0.87 -1.19  C3 1.103
11 H 0.58 -1.11 0.55  C3 1.104
12 H -0.79 1.20 -0.94  C4 1.135
13 H -0.53 1.56 1.27  C5 1.093
14 H -2.27 1.44 0.69  C5 1.090
15 H -1.99 -0.68 1.35  no bonds
16 H -1.35 -1.33 -1.87  C6 1.093
17 H -2.13 -1.24 0.73  no bonds
18 H -2.77 -0.37 -1.22  C6 1.088

Output
E_LUMO (spin up / spin down) ... 0.4 / 0.6 eV
Net charge ... 0
Total energy ... -272.7367 hartree
Energy relative to the best compared isomer or geometry (same formula, charge and spin) ... 556.46 kJ/mol
Gap between HOMO and LUMO (spin up / spin down) ... 8.20 / 8.58 eV